A cluster of 9 separate species, C13H30N8O18S in total in a non-equilibrium geometry. Source: OMol25; level of theory: ωB97M-V/def2-TZVPD.

Geometry as XYZ:
```
70
Properties=species:S:1:pos:R:3:nbo_charge:R:1
C -7.7012 -2.4074 14.5844 -0.504
N -7.2551 -3.0313 15.8605 0.540
O -8.0590 -3.4249 16.6696 -0.397
O -6.0578 -3.0711 16.0051 -0.363
H -7.7110 -1.3243 14.7258 0.231
H -8.6891 -2.7545 14.3059 0.238
H -6.8799 -2.5456 13.8891 0.249
C -11.4747 -3.8830 16.0643 -0.497
N -12.4653 -4.2989 15.0644 0.537
O -12.0560 -4.4734 13.9322 -0.411
O -13.6271 -4.3642 15.3794 -0.360
H -11.2914 -2.8162 15.9340 0.240
H -10.4848 -4.2938 15.8695 0.249
H -11.8085 -4.1670 17.0550 0.240
C -7.4105 -3.9717 7.5000 -0.475
N -8.5941 -4.8302 7.9440 0.532
O -8.3639 -5.6499 8.8146 -0.386
O -9.6194 -4.7587 7.3037 -0.367
H -6.6067 -4.6834 7.3560 0.240
H -7.2538 -3.2319 8.2744 0.232
H -7.7530 -3.5822 6.5473 0.231
C -11.4429 -9.3215 8.4884 -0.492
N -11.9610 -8.1271 9.2278 0.541
O -12.7924 -8.2891 10.0900 -0.386
O -11.5037 -7.0580 8.8902 -0.377
H -12.1268 -10.1506 8.5994 0.235
H -10.4765 -9.5335 8.9508 0.238
H -11.1597 -8.9818 7.4976 0.242
C -11.0088 -4.2190 10.5575 -0.492
N -10.4397 -3.5139 11.6955 0.561
O -9.4384 -3.9577 12.2085 -0.433
O -10.9618 -2.5038 12.0944 -0.390
H -11.7769 -4.8801 10.9664 0.276
H -10.1796 -4.7263 10.0820 0.249
H -11.5718 -3.4899 9.9820 0.234
C -15.1265 -6.2430 12.6106 -0.488
N -15.0485 -4.8028 12.2905 0.545
O -15.7666 -4.0467 12.8988 -0.343
O -14.2462 -4.4897 11.4260 -0.424
H -15.4102 -6.8045 11.7272 0.239
H -15.8339 -6.3408 13.4297 0.232
H -14.1655 -6.5904 12.9828 0.242
C -14.3879 -1.9368 9.5641 -0.478
N -15.2926 -1.0425 8.7431 0.525
O -14.8639 -0.6171 7.6758 -0.378
O -16.3113 -0.6479 9.3061 -0.376
H -13.3987 -1.9133 9.1240 0.217
H -14.8216 -2.9303 9.5930 0.247
H -14.4059 -1.4901 10.5518 0.239
O -10.2764 2.5302 15.7852 -0.906
S -11.5141 2.3620 15.1091 2.524
O -12.6124 3.2293 15.4041 -0.869
O -11.2376 2.3334 13.4831 -0.679
C -10.8952 1.0059 13.0627 -0.100
C -11.2526 0.0506 14.2380 -0.106
O -11.9958 0.8331 15.1750 -0.679
H -11.4425 0.7883 12.1529 0.211
H -9.8098 0.9941 12.9771 0.194
H -10.3552 -0.2774 14.7661 0.186
H -11.9001 -0.7819 13.9786 0.222
C -4.6222 -5.7063 12.1709 -0.307
C -4.5115 -4.5967 11.3079 -0.305
C -5.7396 -4.0100 11.2320 -0.089
N -6.6156 -4.7970 11.9322 -0.513
C -5.9506 -5.8131 12.5490 -0.073
H -3.7764 -6.3563 12.3340 0.222
H -3.5919 -4.2957 10.8346 0.219
H -6.0636 -3.1646 10.6470 0.195
H -7.5868 -4.5859 12.0987 0.431
H -6.5240 -6.5555 13.0768 0.212
```

Results
Orbital gap   8.0 eV
Relative energy (zero: lowest compared OMol25 entry of this formula, charge and spin)   0.0 kcal per mole
Strongest force on any atom   0.030 hartree/bohr
HOMO energy   -8.46 eV
Structure (SMILES)   C[N+](=O)[O-].C[N+](=O)[O-].C[N+](=O)[O-].C[N+](=O)[O-].C[N+](=O)[O-].C[N+](=O)[O-].C[N+](=O)[O-].O=S1(=O)OCCO1.c1cc[nH]c1